{"formula": "C3H9AlN", "method": "wB97M-V/def2-TZVPD", "total_charge": -1, "energy_ha": -416.90060, "orbital_gap_ev": 7.8, "homo_energy_ev": -3.98, "elements": ["Al", "N", "C", "C", "C", "H", "H", "H", "H", "H", "H", "H", "H", "H"], "coordinates": [[-2.124, 0.773, 0.005], [-0.905, -0.645, -0.415], [0.971, 0.733, 0.625], [1.319, -1.578, -0.597], [0.319, -0.452, -0.145], [2.038, 0.518, 0.821], [0.869, 1.632, -0.008], [0.924, -2.581, -0.377], [0.401, 0.930, 1.543], [-3.175, 0.387, 1.178], [-1.461, 2.177, 0.380], [2.268, -1.453, -0.029], [1.586, -1.477, -1.666], [-3.031, 1.036, -1.316]], "forces_ev_per_angstrom": [[-0.83, -0.25, -0.40], [0.73, 1.25, 0.68], [-0.21, -0.28, -0.73], [0.74, 0.82, 0.68], [-0.14, -1.53, -0.41], [-0.53, 0.23, 0.08], [0.20, -0.27, 0.41], [-0.07, 0.43, -0.28], [0.36, -0.04, -0.21], [0.09, -0.22, 0.24], [0.32, 0.31, 0.13], [-0.35, -0.28, -0.35], [-0.32, -0.13, 0.39], [0.00, -0.04, -0.23]], "mulliken_charge": [-0.067, -0.634, -1.223, -0.935, 0.820, 0.316, 0.271, 0.294, 0.292, -0.198, -0.205, 0.283, 0.188, -0.202]}